1.
{
  "formula": "C4H8HgO3",
  "method": "ωB97M-V/def2-TZVPD",
  "symbols": ["C", "C", "O", "H", "H", "H", "H", "H", "Hg", "O", "O", "C", "C", "H", "H", "H"],
  "coordinates": [[-2.62472, 0.26432, 0.07804], [-1.41007, -0.62714, 0.13550], [-0.28236, 0.23767, 0.45244], [-3.46798, -0.26497, -0.38264], [-2.92060, 0.61212, 1.07583], [-2.37380, 1.13682, -0.53798], [-1.20931, -1.12957, -0.81856], [-1.47350, -1.36387, 0.94500], [0.41167, 2.24848, 0.41616], [0.62923, 0.28485, -0.63502], [2.45155, 1.42139, 0.45104], [2.80999, 0.25719, 0.21581], [1.85970, -0.61239, -0.49791], [1.64304, -1.54423, 0.04064], [3.76379, -0.13889, 0.59430], [2.19336, -0.78180, -1.53263]],
  "lowdin_charge": [-0.038, -0.160, -0.248, 0.117, 0.101, 0.081, 0.153, 0.150, 1.607, -0.232, -0.033, -0.059, 0.019, 0.174, 0.187, 0.180],
  "total_charge": 2,
  "multiplicity": 1,
  "total_energy_ev": -14569.5624,
  "e_above_lowest_kj_mol": 0.0,
  "gap_ev": 7.4,
  "homo_ev": -20.0,
  "lumo_ev": -12.6,
  "largest_force_ha_per_bohr": 0.0754
}

---

2.
{
  "formula": "C4H8IN2",
  "method": "ωB97M-V/def2-TZVPD",
  "symbols": ["C", "C", "C", "C", "N", "N", "I", "H", "H", "H", "H", "H", "H", "H", "H"],
  "coordinates": [[0.06707, -0.47163, -0.14956], [2.26008, 0.98179, -0.20246], [-0.27396, -0.68599, 1.23316], [-0.85540, -1.22081, -1.11975], [0.91040, 0.28960, -0.70490], [2.48776, 2.21387, -0.59481], [3.68751, -0.34002, 0.58177], [0.62530, -1.41543, 1.62805], [-1.25535, -1.29994, 1.26157], [-0.36690, 0.07137, 2.00009], [-0.24051, -1.47281, -2.05689], [-1.68062, -0.52425, -1.29395], [-1.22196, -2.17456, -0.64975], [1.79094, 2.72322, -1.12847], [3.43192, 2.51178, -0.80537]],
  "lowdin_charge": [-0.466, -0.667, -0.040, -0.019, 0.106, 0.132, 1.013, 0.150, 0.115, 0.086, 0.116, 0.100, 0.100, 0.146, 0.128],
  "total_charge": 1,
  "multiplicity": 1,
  "total_energy_ev": -15349.8240,
  "smiles": "CC(C)=NC(=[NH2+])I",
  "e_above_lowest_kj_mol": 220.2,
  "gap_ev": 9.3,
  "homo_ev": -14.1,
  "lumo_ev": -4.8,
  "largest_force_ha_per_bohr": 0.1169
}

---

3.
{
  "formula": "C4H8INO2",
  "method": "ωB97M-V/def2-TZVPD",
  "symbols": ["C", "C", "C", "C", "N", "O", "O", "I", "H", "H", "H", "H", "H", "H", "H", "H"],
  "coordinates": [[-0.64078, 1.08416, 0.15365], [0.06854, -1.39103, 1.27819], [0.08683, -1.38654, -1.26438], [0.48949, -0.71291, 0.00891], [0.07651, 2.09904, -0.23114], [-1.78552, 0.95349, 0.48313], [-0.38795, 3.43086, -0.16708], [2.57344, -0.15070, 0.02572], [0.48095, -2.39790, 1.35706], [0.38107, -0.82307, 2.15267], [-1.01937, -1.46214, 1.29223], [0.52481, -2.38610, -1.32092], [-0.99758, -1.49009, -1.28936], [0.40822, -0.82408, -2.13903], [1.07554, 2.07025, -0.38385], [-1.33423, 3.38675, 0.04420]],
  "lowdin_charge": [-0.378, -0.190, -0.182, -0.794, -0.008, 0.071, 0.010, 0.847, 0.081, 0.071, 0.082, 0.081, 0.087, 0.068, 0.051, 0.104],
  "multiplicity": 1,
  "total_energy_ev": -17960.6739,
  "e_above_lowest_kj_mol": 324.7,
  "gap_ev": 9.1,
  "homo_ev": -8.7,
  "lumo_ev": 0.4,
  "largest_force_ha_per_bohr": 0.0849
}

---

4.
{
  "formula": "C4H8IP",
  "method": "ωB97M-V/def2-TZVPD",
  "symbols": ["C", "C", "C", "C", "P", "I", "H", "H", "H", "H", "H", "H", "H", "H"],
  "coordinates": [[1.05025, -0.52945, -0.11646], [-0.34581, -1.10482, -0.02864], [0.97410, 0.87170, -0.66289], [-1.29912, -0.07474, 0.57446], [-0.43453, 1.80354, 0.21943], [-3.27587, -0.02240, -0.24620], [1.67411, -0.53669, 0.82421], [1.67043, -1.05054, -0.86623], [-0.81460, -1.02258, -0.97470], [-0.35130, -2.16578, 0.50333], [1.90158, 1.54987, -0.76300], [0.42464, 0.70949, -1.61811], [-1.49037, -0.15139, 1.70333], [0.31650, 1.72377, 1.45146]],
  "lowdin_charge": [-0.329, -0.342, -0.473, -0.938, 0.845, 0.696, 0.121, 0.107, 0.032, 0.159, 0.102, 0.063, 0.039, -0.082],
  "multiplicity": 1,
  "total_energy_ev": -21665.6726,
  "smiles": "I[C@H]1CCCP1",
  "e_above_lowest_kj_mol": 38.9,
  "gap_ev": 9.6,
  "homo_ev": -9.1,
  "lumo_ev": 0.6,
  "largest_force_ha_per_bohr": 0.0698
}

---

5.
{
  "formula": "C4H8N",
  "method": "ωB97M-V/def2-TZVPD",
  "symbols": ["C", "C", "C", "C", "N", "H", "H", "H", "H", "H", "H", "H", "H"],
  "coordinates": [[0.03403, -0.12191, -1.07290], [1.27123, 0.63484, -0.79768], [1.19894, 0.56392, 0.74809], [-1.65980, -0.76043, 0.59792], [-0.55398, -0.06094, 0.05353], [-0.20178, -0.60081, -1.92710], [2.31655, 0.22532, -1.02183], [1.13925, 1.54993, -1.26076], [1.45670, -0.30732, 1.17409], [0.94089, 1.49339, 1.26137], [-1.35693, -1.76033, 1.18226], [-2.51907, -0.86863, -0.19218], [-2.06602, 0.01297, 1.25520]],
  "lowdin_charge": [-0.018, -0.123, 0.252, -0.054, -0.028, 0.120, 0.166, 0.103, 0.070, 0.124, 0.158, 0.142, 0.089],
  "total_charge": 1,
  "multiplicity": 1,
  "total_energy_ev": -5757.3405,
  "e_above_lowest_kj_mol": 243.5,
  "gap_ev": 10.9,
  "homo_ev": -16.0,
  "lumo_ev": -5.1,
  "largest_force_ha_per_bohr": 0.1451
}

---

6.
{
  "formula": "C4H8N",
  "method": "ωB97M-V/def2-TZVPD",
  "symbols": ["C", "C", "C", "C", "N", "H", "H", "H", "H", "H", "H", "H", "H"],
  "coordinates": [[-1.97401, -0.04571, 0.24179], [-0.73080, 0.77765, -0.03277], [-0.80974, -0.88053, -0.00856], [-0.07074, -0.13691, -0.94292], [2.02315, -0.07272, 0.13733], [-2.51057, 0.11312, 1.12541], [-2.83044, -0.08701, -0.58721], [-0.24682, 1.64516, 0.54245], [-0.50360, -1.59066, 0.59134], [0.62250, -0.10561, -1.80621], [2.49816, -0.45202, 0.93799], [1.92453, 0.88952, 0.48002], [2.60839, -0.05428, -0.67864]],
  "lowdin_charge": [-0.054, 0.015, -0.022, 0.113, 0.058, 0.102, 0.180, 0.177, 0.100, 0.151, 0.063, 0.062, 0.057],
  "total_charge": 1,
  "multiplicity": 1,
  "total_energy_ev": -5756.7724,
  "e_above_lowest_kj_mol": 298.3,
  "gap_ev": 9.9,
  "homo_ev": -14.6,
  "lumo_ev": -4.7,
  "largest_force_ha_per_bohr": 0.0968
}

---

7.
{
  "formula": "C4H8N",
  "method": "ωB97M-V/def2-TZVPD",
  "symbols": ["C", "C", "C", "C", "N", "H", "H", "H", "H", "H", "H", "H", "H"],
  "coordinates": [[-0.04197, -1.24874, -0.21289], [0.35947, 0.65176, -1.18343], [0.27735, 0.11946, 0.15995], [0.29725, 0.58830, 1.44775], [-0.78947, -0.21517, -0.74885], [0.46634, -1.97473, -0.82334], [-0.63297, -1.94128, 0.47077], [0.07523, 1.70934, -1.37978], [1.09046, 0.37279, -1.93883], [-0.04895, -0.20847, 2.15379], [-0.16740, 1.55552, 1.55724], [1.33361, 0.92498, 1.78354], [-2.21894, -0.33374, -1.28593]],
  "lowdin_charge": [-0.078, 0.048, -0.408, 0.006, 0.004, 0.133, 0.167, 0.150, 0.138, 0.130, 0.109, 0.151, 0.450],
  "total_charge": 1,
  "multiplicity": 1,
  "total_energy_ev": -5755.3923,
  "e_above_lowest_kj_mol": 431.5,
  "gap_ev": 10.1,
  "homo_ev": -16.1,
  "lumo_ev": -6.0,
  "largest_force_ha_per_bohr": 0.1484
}

---

8.
{
  "formula": "C4H8N",
  "method": "ωB97M-V/def2-TZVPD",
  "symbols": ["C", "C", "C", "C", "N", "H", "H", "H", "H", "H", "H", "H", "H"],
  "coordinates": [[-1.76176, -0.51778, 0.37250], [-0.10512, 0.73224, -0.24778], [-2.95624, -0.10316, -0.07203], [2.35056, 0.34853, -0.19931], [1.04682, -0.00266, 0.33911], [-2.99557, 1.08658, -0.11176], [-3.12190, -0.09330, -1.13532], [-3.75435, -0.61986, 0.42664], [3.20428, 0.01812, 0.31953], [2.21509, 0.14016, -1.27563], [2.53031, 1.43014, -0.07754], [0.85293, -1.01956, 0.09019], [1.13886, 0.14003, 1.42096]],
  "mulliken_spin": [0.531, 1.301, -0.008, 0.042, 0.009, 0.036, 0.010, 0.046, 0.000, -0.010, -0.002, 0.014, 0.031],
  "total_charge": 1,
  "multiplicity": 3,
  "total_energy_ev": -5750.9402,
  "e_above_lowest_kj_mol": 460.1,
  "s2": 2.025,
  "gap_ev": [7.8, 9.2],
  "homo_ev": [-13.4, -15.0],
  "lumo_ev": [-5.6, -5.8],
  "largest_force_ha_per_bohr": 0.0921
}

---

- Number 6 is which compound?
  C4H8N